Record 1
Entry from the Open Molecules 2025 dataset: 10 unconnected molecules or ions with the total composition C40H58N8O4S2 in a non-equilibrium geometry (the ωB97M-V functional and the def2-TZVPD basis).

Geometry (Å):
O (-3.02949, -4.60092, 0.36736)
S (-3.12022, -3.34144, -0.31002)
O (-2.61802, -2.13045, 0.29462)
C (-2.51229, -3.48014, -1.99313)
C (-3.50875, -2.72899, -2.84681)
C (-4.91753, -2.93603, -2.29563)
C (-4.84544, -3.03789, -0.77704)
H (-2.58998, -4.55085, -2.20104)
H (-1.47126, -3.18509, -2.03121)
H (-3.28346, -1.65546, -2.83492)
H (-3.45240, -3.01991, -3.89504)
H (-5.38268, -3.82976, -2.71442)
H (-5.59273, -2.11234, -2.51795)
H (-5.40602, -3.82714, -0.28676)
H (-5.05149, -2.06568, -0.32843)
O (0.28406, 3.38092, -0.50055)
S (0.70162, 2.24975, -1.29339)
O (1.89734, 2.35637, -2.08957)
C (0.83475, 0.79015, -0.24500)
C (-0.23872, -0.18285, -0.74227)
C (-0.52431, 0.14337, -2.21662)
C (-0.68514, 1.63825, -2.23873)
H (0.63144, 1.15334, 0.76307)
H (1.87971, 0.48342, -0.20908)
H (-0.03276, -1.23709, -0.57255)
H (-1.14844, 0.05064, -0.18179)
H (-1.42464, -0.35701, -2.58301)
H (0.26789, -0.26302, -2.85508)
H (-1.53269, 1.90097, -1.59460)
H (-0.82918, 2.17582, -3.17243)
C (1.60981, -0.12688, 3.39651)
C (1.53396, 1.19283, 3.91302)
C (0.21707, 1.59029, 3.81623)
N (-0.48289, 0.55662, 3.26736)
C (0.34779, -0.49226, 2.98821)
H (2.46334, -0.78539, 3.44857)
H (2.32065, 1.77689, 4.35846)
H (-0.24313, 2.55113, 3.97549)
H (-1.45865, 0.57088, 3.00375)
H (-0.05796, -1.35722, 2.48925)
C (-3.52516, 0.95956, 2.40458)
C (-3.86218, 0.64298, 3.75123)
C (-3.70033, -0.70738, 3.90373)
N (-3.30958, -1.21516, 2.69660)
C (-3.23803, -0.21725, 1.76661)
H (-3.55639, 1.90926, 1.90741)
H (-4.17574, 1.33091, 4.51808)
H (-3.88227, -1.36004, 4.73861)
H (-3.05584, -2.17658, 2.55856)
H (-2.99528, -0.46695, 0.74795)
C (6.25132, 0.90083, -3.00277)
C (6.67843, 0.81147, -4.37056)
C (5.63854, 1.21197, -5.16244)
N (4.59545, 1.55706, -4.33139)
C (4.95038, 1.35062, -3.02312)
H (6.85190, 0.67640, -2.13890)
H (7.63849, 0.44475, -4.69341)
H (5.54652, 1.21499, -6.23327)
H (3.70151, 1.92322, -4.59856)
H (4.30007, 1.57540, -2.19451)
C (-4.39552, 1.79851, -1.39175)
C (-4.44755, 0.48799, -1.93277)
C (-5.51376, -0.14960, -1.36900)
N (-6.11989, 0.73272, -0.52529)
C (-5.45158, 1.92351, -0.53192)
H (-3.61089, 2.52110, -1.54810)
H (-3.78640, 0.07773, -2.67877)
H (-5.87056, -1.15906, -1.46819)
H (-6.88755, 0.54690, 0.09281)
H (-5.71568, 2.77048, 0.07572)
C (0.62652, -4.28552, -1.26265)
C (0.93375, -4.69122, -2.58711)
C (0.31913, -5.89905, -2.80608)
N (-0.28587, -6.26554, -1.62653)
C (-0.07397, -5.31527, -0.67445)
H (0.87242, -3.37367, -0.74765)
H (1.49919, -4.15781, -3.33561)
H (0.29400, -6.59456, -3.62481)
H (-0.75118, -7.13305, -1.43601)
H (-0.51594, -5.42870, 0.30006)
C (3.14059, 3.69961, 1.81821)
C (3.82048, 3.59990, 0.56664)
C (5.10157, 4.01924, 0.75029)
N (5.23947, 4.32410, 2.08443)
C (4.04057, 4.17374, 2.73363)
H (2.10562, 3.44061, 1.96048)
H (3.31046, 3.41350, -0.36474)
H (5.93444, 4.03864, 0.07020)
H (6.07228, 4.67672, 2.51392)
H (3.95909, 4.40693, 3.78203)
C (-1.00680, 7.18070, 2.50985)
C (-2.28659, 6.80996, 2.00767)
C (-2.12968, 5.62607, 1.33347)
N (-0.81160, 5.28581, 1.38278)
C (-0.11738, 6.24009, 2.06503)
H (-0.71745, 8.06586, 3.05034)
H (-3.18042, 7.40327, 2.11079)
H (-2.83443, 5.04528, 0.76774)
H (-0.39015, 4.52039, 0.87217)
H (0.94564, 6.18190, 2.22562)
C (5.23021, -4.25537, 1.49641)
C (4.31874, -3.50577, 0.50955)
C (3.24706, -2.63507, 1.15367)
C (2.39850, -3.35923, 2.08958)
N (1.73908, -3.92149, 2.82733)
H (5.82737, -4.98709, 0.95644)
H (4.64489, -4.73723, 2.27948)
H (5.93101, -3.57451, 1.98867)
H (3.82134, -4.26948, -0.10448)
H (4.91880, -2.97572, -0.23332)
H (2.55951, -2.20849, 0.41310)
H (3.64818, -1.75268, 1.66192)

Atoms 1-3, force components in eV/Å:
O 0.2 -0.3 0.6
S -0.8 0.1 -1.4
O 0.8 -1.3 -0.5

- frontier orbital gap (eV) = 7.83
- LUMO (Eh) = 0.0053
- SMILES = O=S1(=O)CCCC1.O=S1(=O)CCCC1.c1cc[nH]c1.c1cc[nH]c1.c1cc[nH]c1.c1cc[nH]c1.c1cc[nH]c1.c1cc[nH]c1.c1cc[nH]c1.CCCC#N

Record 2
Entry from the Open Molecules 2025 dataset: C3H8N6O6 in the gas phase in a non-equilibrium geometry (the ωB97M-V functional and the def2-TZVPD basis).

Geometry (Å):
N (-1.15029, 0.82694, -1.25430)
C (0.27640, 0.65522, -1.40425)
C (1.12295, 0.17667, -0.17522)
N (1.25728, 1.45079, 0.70237)
O (0.46189, 2.31411, 0.48715)
O (1.94040, 1.30067, 1.66012)
N (2.44041, -0.24359, -0.78847)
O (2.49166, -0.18700, -1.95825)
O (3.33622, -0.47218, -0.04118)
C (0.50458, -0.83325, 0.87134)
N (-0.71223, -0.21887, 1.30010)
N (1.42782, -1.31798, 1.91305)
N (0.23452, -2.18592, -0.03324)
O (1.22219, -2.74931, -0.29476)
O (-0.89186, -2.39866, -0.28643)
H (-1.57724, 1.66622, -0.73666)
H (-1.58538, 0.70076, -2.08180)
H (0.49687, -0.04199, -2.32664)
H (0.73172, 1.55604, -1.89142)
H (-1.29344, 0.09196, 0.51619)
H (-1.24725, -0.85500, 1.82356)
H (2.37905, -1.71620, 1.61904)
H (1.45052, -0.73995, 2.66489)

Atoms 1-3, force components in eV/Å:
N 0.2 1.4 4.1
C 0.3 -0.4 -2.7
C -1.7 1.3 -1.3

- frontier orbital gap (eV) = 9.62
- energy relative to the best compared isomer or geometry (same formula, charge and spin) (eV) = 0.281
- LUMO (Eh) = -0.0137
- SMILES = NCC([N+](=O)[O-])([N+](=O)[O-])C(N)(N)[N+](=O)[O-]

Record 3
Entry from the Open Molecules 2025 dataset: 3 unconnected molecules or ions with the total composition C4H14NO3 in a non-equilibrium geometry (the ωB97M-V functional and the def2-TZVPD basis).

Geometry (Å):
C (1.89677, -1.92908, -0.62953)
N (0.47733, -1.62358, -0.72562)
C (-0.29771, -2.05852, 0.45126)
C (-0.23201, -1.08109, 1.62745)
C (-0.95632, 0.25681, 1.38407)
O (-0.56010, 0.95171, 0.24777)
H (1.96031, -2.99118, -0.44106)
H (2.50030, -1.37235, 0.08786)
H (2.34232, -1.81396, -1.61479)
H (0.26866, -0.62891, -0.77151)
H (0.01985, -3.02523, 0.80867)
H (-1.30241, -2.05872, 0.08239)
H (-0.74965, -1.50736, 2.50444)
H (0.83177, -0.90926, 1.83170)
H (-2.00994, -0.03137, 1.25260)
H (-0.80512, 0.86128, 2.28400)
H (-1.12398, 2.52530, -1.90800)
H (-1.64872, 1.91172, -0.65595)
O (-1.96627, 2.45518, -1.43652)
H (0.78044, 1.52029, -0.27014)
H (1.07805, 2.98126, -0.59412)
O (1.50547, 2.11912, -0.66986)

Atoms 1-3, force components in eV/Å:
C -0.5 0.0 -0.7
N 0.1 -0.5 0.6
C 0.3 1.4 -0.1

- net charge = -1
- frontier orbital gap (eV) = 8.12
- energy relative to the best compared isomer or geometry (same formula, charge and spin) (eV) = 0.518
- LUMO (Eh) = 0.1454

Record 4
Entry from the Open Molecules 2025 dataset: a molecular structure, C35H33FeN9O3 (the ωB97M-V functional and the def2-TZVPD basis).

Geometry (Å):
Fe (1.00514, 1.38532, 0.46483)
O (0.95131, 1.63622, 2.33112)
C (1.20676, 0.97024, 3.42402)
C (0.86609, 1.53295, 4.66891)
C (1.09549, 0.84556, 5.83603)
C (1.69045, -0.42571, 5.82931)
C (2.05876, -0.97494, 4.62782)
C (1.81897, -0.30173, 3.41501)
C (2.34615, -0.85517, 2.19705)
N (2.19057, -0.35436, 1.02764)
C (3.05024, -0.82708, -0.04598)
C (3.97154, 0.34417, -0.34841)
N (3.16064, 1.56530, -0.39330)
C (3.74258, 2.62036, -0.81881)
C (3.15073, 3.93417, -0.89116)
C (3.87437, 4.97647, -1.49295)
C (3.35918, 6.24813, -1.56848)
C (2.09373, 6.49780, -1.02214)
C (1.36614, 5.49511, -0.42158)
C (1.87663, 4.18658, -0.34742)
O (1.16281, 3.25041, 0.22551)
H (0.41490, 2.51639, 4.67141)
H (0.82119, 1.30001, 6.77965)
H (1.86950, -0.95399, 6.75473)
H (2.54295, -1.94490, 4.59543)
H (2.98067, -1.74120, 2.30256)
H (2.45030, -1.06290, -0.92029)
H (3.62485, -1.71514, 0.23202)
H (4.52194, 0.18342, -1.27940)
H (4.69780, 0.44211, 0.46336)
H (4.77785, 2.55028, -1.17027)
H (4.85932, 4.76178, -1.89229)
H (3.92276, 7.04446, -2.03307)
H (1.68304, 7.49870, -1.06403)
H (0.39785, 5.68557, 0.02339)
N (-2.90450, -0.30549, 1.67854)
C (-2.22919, -1.32816, 2.30621)
C (-0.93028, -1.20577, 1.92411)
N (-0.78885, -0.11320, 1.10054)
C (-1.99329, 0.39435, 0.96729)
C (-2.16169, 1.59126, 0.16788)
N (-1.10166, 2.11365, -0.39693)
C (-1.53208, 3.23807, -1.05535)
C (-2.87578, 3.37307, -0.89338)
N (-3.27048, 2.31478, -0.10149)
H (-3.88526, -0.10840, 1.77715)
H (-2.72556, -2.03668, 2.94431)
H (-0.09356, -1.81685, 2.20552)
H (-0.85026, 3.87690, -1.58966)
H (-3.57365, 4.10992, -1.24791)
H (-4.20722, 2.14854, 0.22255)
C (-4.54115, -6.38516, 1.20302)
C (-3.81494, -5.47611, 0.24865)
C (-2.97208, -5.98207, -0.73379)
C (-2.28251, -5.16123, -1.61563)
C (-2.42964, -3.78202, -1.51382)
N (-1.77804, -2.84685, -2.35508)
C (-1.02658, -3.10786, -3.46256)
O (-0.88964, -4.18826, -3.98971)
N (-0.47239, -1.97383, -4.06643)
C (-0.01998, -0.76781, -3.54034)
C (0.24191, 0.27613, -4.42865)
C (0.78474, 1.45042, -3.95771)
C (1.05525, 1.57153, -2.60464)
N (0.80999, 0.58455, -1.74527)
C (0.27883, -0.55516, -2.19529)
C (-3.27032, -3.25738, -0.53876)
C (-3.95365, -4.09448, 0.32519)
H (-4.67972, -7.37583, 0.77283)
H (-5.52200, -5.98556, 1.46002)
H (-3.97951, -6.50461, 2.13195)
H (-2.85315, -7.05485, -0.82719)
H (-1.65292, -5.58430, -2.37902)
H (-1.98676, -1.88084, -2.16326)
H (-0.19300, -2.17627, -5.01386)
H (0.03287, 0.14747, -5.48382)
H (1.00711, 2.26781, -4.62956)
H (1.49341, 2.47427, -2.20619)
H (0.15020, -1.34233, -1.46134)
H (-3.39943, -2.18272, -0.46918)
H (-4.61676, -3.66697, 1.06985)

Atoms 1-3, force components in eV/Å:
Fe 0.5 -0.4 -0.3
O 0.1 0.3 0.2
C -0.2 -0.1 0.0

- net charge = +1
- 2S+1 = 6
- frontier orbital gap (spin up / spin down) (eV) = 8.05 / 7.03
- energy relative to the best compared isomer or geometry (same formula, charge and spin) (eV) = 0.000
- expectation value of S² = 8.761
- LUMO (spin up / spin down) (Eh) = -0.0838 / -0.1148

Record 5
Entry from the Open Molecules 2025 dataset: a molecular structure, C29H31Cl2CoF5N3OS2Sb (the ωB97M-V functional and the def2-TZVPD basis).

Geometry (Å):
Co (-0.72921, -1.17385, 0.69308)
N (-0.87703, 1.17741, 4.36610)
C (-0.44870, 0.53364, 3.21486)
S (-1.30687, 0.88170, 1.76562)
N (0.59617, -0.23956, 3.39312)
N (1.02458, -0.82706, 2.24137)
C (2.18174, -1.37345, 2.29838)
C (2.73237, -1.92494, 1.08046)
C (3.77958, -2.66100, 0.66060)
C (3.76508, -2.42196, -2.17981)
C (2.53319, -2.04085, -2.98660)
C (1.31757, -1.80389, -2.48066)
C (0.95417, -1.63615, -0.99980)
O (0.24364, -0.45353, -0.82443)
H (-1.86117, 1.38918, 4.34584)
H (-0.56332, 0.70838, 5.20373)
H (2.74484, -1.37963, 3.23183)
H (4.59758, -3.16063, 1.16486)
H (4.24966, -3.27802, -2.64967)
H (2.67122, -2.02730, -4.06444)
H (0.49215, -1.59468, -3.15461)
Cl (-3.15273, -1.41555, -0.59800)
C (-3.98976, -2.50898, 0.47414)
C (-5.22507, -2.95024, 0.03662)
C (-5.98439, -3.80800, 0.81734)
C (-5.47472, -4.20508, 2.04418)
C (-4.23790, -3.75300, 2.46001)
Cl (-3.69682, -4.30900, 4.02658)
C (-3.40791, -2.88331, 1.70940)
S (-1.88335, -2.37078, 2.31665)
H (-5.58411, -2.61003, -0.92617)
H (-6.95010, -4.15901, 0.47723)
H (-6.03000, -4.87204, 2.69080)
C (-1.20869, 1.27109, -5.62511)
C (-1.20404, 2.34765, -4.54323)
C (-2.10517, 3.51050, -4.94125)
Sb (-1.61660, 1.40721, -2.57898)
C (-0.26582, 2.69951, -1.47766)
C (1.17464, 2.40749, -1.88286)
C (-0.58774, 4.18330, -1.60379)
C (-3.46568, 2.49152, -2.13959)
C (-4.63849, 1.76683, -2.79698)
C (-3.66658, 2.55518, -0.62937)
H (-0.92618, 1.68300, -6.60325)
H (-2.20337, 0.82631, -5.73198)
H (-0.51937, 0.45805, -5.38896)
H (-0.18231, 2.72505, -4.43726)
H (-3.15008, 3.20026, -5.01693)
H (-1.81733, 3.90984, -5.92373)
H (-2.06099, 4.33145, -4.22416)
H (-0.39929, 2.37260, -0.44242)
H (1.35734, 2.64777, -2.93704)
H (1.41960, 1.36327, -1.69667)
H (1.86273, 3.02269, -1.29066)
H (-0.45486, 4.53096, -2.63364)
H (0.09579, 4.77039, -0.97784)
H (-1.60668, 4.42618, -1.29400)
H (-3.39086, 3.50401, -2.54490)
H (-4.72269, 0.74777, -2.40899)
H (-4.53447, 1.69573, -3.88278)
H (-5.58681, 2.27742, -2.58526)
H (-3.70638, 1.55456, -0.19182)
H (-4.61206, 3.05562, -0.38196)
H (-2.86127, 3.08485, -0.11720)
F (-0.49650, -4.79885, 0.48609)
C (0.31299, -3.94890, -0.23170)
C (0.10094, -2.64700, -0.26783)
C (2.30204, -1.62784, -0.32778)
F (2.92208, -0.40892, -0.65864)
C (3.24361, -2.77959, -0.78253)
F (4.74381, -1.41856, -2.19450)
C (2.67345, -4.16184, -0.95573)
F (3.63301, -5.03838, -1.40681)
C (1.46532, -4.66957, -0.73646)
F (1.30178, -6.00102, -0.95166)

Atoms 1-3, force components in eV/Å:
Co -0.1 0.0 0.0
N 0.0 0.0 0.0
C 0.0 0.0 0.0

- net charge = -2
- 2S+1 = 2
- frontier orbital gap (spin up / spin down) (eV) = 6.06 / 6.05
- energy relative to the best compared isomer or geometry (same formula, charge and spin) (eV) = 0.085
- expectation value of S² = 0.763
- LUMO (spin up / spin down) (Eh) = 0.1642 / 0.1642